The following is a DFT calculation (ωB97M-V/def2-TZVPD) of a structure of composition C20H36F12LiN4O8S4 at a distorted geometry.

Properties
Energy, Ha: -4402.84991
Total charge: +1
Gap between HOMO and LUMO, eV: 8.265
HOMO level, eV: -10.6

```
85
Properties=species:S:1:pos:R:3:forces:R:3:mulliken_charge:R:1
Li -3.406869 2.891957 -2.744081 0.0 -0.5 0.2 0.920
C 3.993070 -4.487610 -2.539548 0.2 0.9 0.5 -1.307
C 4.075117 -3.030198 -2.068352 0.8 0.4 0.0 -0.124
C 5.540728 -2.691445 -1.770221 0.7 0.7 0.1 -1.044
N 5.930042 -1.183059 -1.541330 -1.1 -1.2 1.5 0.045
C 5.008010 -0.632968 -0.432684 0.4 0.1 -0.9 -1.042
C 7.408712 -0.962186 -1.118311 -0.7 -0.5 -0.6 -0.491
C 7.718579 0.454378 -1.584176 1.2 0.3 -1.2 -0.561
C 6.561359 0.873058 -2.527471 0.8 1.5 0.1 -0.702
C 5.831200 -0.407965 -2.824015 -0.6 0.0 1.1 -0.553
H 4.299346 -5.071229 -1.671406 -0.1 -0.6 -0.3 0.338
H 4.674164 -4.639083 -3.376966 -0.2 -0.3 0.0 0.339
H 2.955335 -4.670756 -2.818214 0.2 -0.4 0.0 0.378
H 3.565291 -2.960733 -1.107437 -0.6 0.4 -0.3 0.331
H 3.672119 -2.380199 -2.845009 -0.2 0.2 0.3 0.314
H 6.192056 -3.035729 -2.573557 0.1 0.1 0.0 0.466
H 5.813001 -3.222993 -0.858400 0.3 0.1 0.0 0.481
H 5.332436 0.388335 -0.233230 0.0 -0.2 0.3 0.434
H 5.056680 -1.306733 0.422758 0.3 0.2 0.0 0.336
H 3.965261 -0.580484 -0.745779 0.2 -0.1 -0.4 0.429
H 7.601058 -1.155450 -0.062965 -0.5 0.0 0.0 0.329
H 7.926698 -1.727193 -1.696718 0.3 0.2 0.0 0.348
H 8.010873 1.177403 -0.822664 -0.9 -0.1 0.4 0.374
H 8.636603 0.489107 -2.170788 0.1 -0.6 -0.1 0.307
H 6.132107 1.760533 -2.062467 -1.4 -0.7 0.2 0.287
H 6.847938 1.346399 -3.466582 0.6 -0.4 -0.1 0.444
H 4.772412 -0.347597 -3.075829 0.2 0.2 -0.3 0.453
H 6.404467 -0.999517 -3.537821 -0.2 0.1 -0.2 0.389
C -3.488551 -4.017835 2.707704 -0.8 0.4 -0.8 -1.459
C -2.707291 -2.807019 3.166944 1.8 -1.4 0.9 -0.165
C -3.203160 -2.349905 4.518979 -0.2 2.6 0.7 -0.765
N -2.407265 -1.082082 5.051687 2.2 0.1 0.4 0.081
C -0.948736 -1.562194 5.371082 -1.2 0.0 0.1 -1.009
C -2.927445 -0.358718 6.336551 -1.9 -1.0 -0.5 -0.600
C -2.441271 1.089672 6.385886 1.1 -0.9 0.0 -0.602
C -1.869240 1.251545 4.971734 -0.3 1.3 -0.5 -0.777
C -2.370714 0.112312 4.050221 0.9 -0.9 0.9 -0.669
H -3.446976 -4.834715 3.428166 -0.2 0.2 0.1 0.353
H -3.098578 -4.412007 1.769276 0.1 0.1 0.0 0.398
H -4.508592 -3.692966 2.502567 -0.2 -0.5 0.1 0.362
H -2.433301 -2.087277 2.395579 -0.9 0.3 0.1 0.451
H -1.746713 -3.272301 3.388077 0.5 0.2 0.0 0.216
H -3.121681 -3.111372 5.294634 0.2 0.0 -0.2 0.449
H -4.230397 -1.985685 4.534492 -0.2 -0.1 -0.3 0.427
H -1.038066 -2.386381 6.078782 -0.2 0.0 0.0 0.401
H -0.377808 -0.784885 5.878962 -0.2 0.1 -0.4 0.449
H -0.458627 -1.956434 4.480886 -0.1 0.4 0.0 0.311
H -2.767918 -0.982272 7.216228 0.3 0.0 -0.2 0.475
H -3.997759 -0.366366 6.130479 -0.2 0.0 0.3 0.373
H -1.683033 1.226278 7.156926 0.4 -0.3 -0.2 0.285
H -3.134511 1.878989 6.676590 -0.7 -0.6 -0.5 0.359
H -0.780383 1.277781 5.014234 0.0 -0.3 -0.2 0.363
H -2.144299 2.259076 4.659740 0.0 -0.2 -0.7 0.425
H -1.648799 -0.124684 3.268701 0.1 0.1 0.1 0.430
H -3.337215 0.123402 3.546384 -0.2 0.6 0.5 0.438
C -6.877242 3.594626 -2.801198 -0.5 -1.5 -1.5 0.602
F -6.094109 3.804236 -3.932215 -0.5 -0.2 1.4 -0.228
F -6.294559 4.133444 -1.759770 0.8 0.3 0.5 -0.205
F -8.039983 4.185277 -2.990617 0.1 0.0 -0.1 -0.196
S -7.209468 1.692504 -2.521608 -2.5 1.5 -1.8 0.870
O -7.747476 1.608460 -1.165216 1.3 0.2 -1.6 -0.569
O -8.170959 1.323875 -3.616756 3.2 1.1 2.6 -0.557
N -5.533787 1.208005 -2.709226 -2.6 -0.3 0.5 -0.300
S -5.787696 -0.370029 -2.421647 0.3 -3.7 1.8 0.866
O -6.022850 -0.742422 -1.009651 1.0 1.0 -1.8 -0.624
O -6.723240 -1.021387 -3.324492 1.4 0.8 0.3 -0.584
C -4.013932 -1.156972 -2.734544 -1.4 0.8 -0.9 0.606
F -3.096410 -0.480604 -2.041420 0.2 0.1 0.1 -0.215
F -3.973749 -2.434884 -2.390694 -0.2 0.2 0.3 -0.207
F -3.711539 -1.089877 -4.042409 0.1 0.2 0.3 -0.224
C 0.033022 5.336351 -0.483702 1.3 -0.5 -0.7 0.668
F -1.239062 5.734834 -0.313869 1.4 0.6 -0.2 -0.188
F 0.645979 5.904616 -1.560759 -1.5 -0.5 1.4 -0.190
F 0.819125 5.594457 0.578969 -1.2 0.0 -0.5 -0.209
S -0.150166 3.443966 -0.681297 0.5 -2.6 -1.0 0.894
O 1.021761 2.653921 -0.222506 -2.2 2.4 -0.9 -0.564
O -1.381726 3.138481 -0.006245 -0.3 0.4 0.1 -0.623
N -0.555302 3.277711 -2.409575 0.0 0.8 3.1 -0.351
S 0.803527 2.787403 -3.014308 3.2 -1.8 -1.4 0.930
O 1.946587 3.627014 -2.642578 -1.2 -0.5 -0.9 -0.630
O 1.028622 1.343388 -2.861614 -0.4 1.4 -0.5 -0.640
C 0.564502 2.993373 -4.932560 0.4 -1.1 1.8 0.577
F -0.560904 2.387442 -5.286265 -1.0 0.5 -0.1 -0.226
F 0.603934 4.261936 -5.254885 -0.4 0.4 -0.4 -0.192
F 1.517637 2.328854 -5.575573 0.6 0.3 0.2 -0.208
```
Positions in Å, forces in eV/Å.



The following is a DFT calculation (ωB97M-V/def2-TZVPD) of a structure of composition C20H37BeN2O7P2Si2Te at a distorted geometry.

Properties
Energy, Ha: -2965.17966
Total charge: +1
Gap between HOMO and LUMO, eV: 7.971
HOMO level, eV: -11.0

```
72
Properties=species:S:1:pos:R:3:forces:R:3:mulliken_charge:R:1
Be 0.111780 -0.355648 0.953578 0.3 0.3 0.1 0.820
C -2.510329 -3.828085 2.862265 -0.1 0.0 -0.2 -1.823
C -1.539970 -2.662441 2.702558 0.4 0.3 -0.1 1.005
O -0.909759 -2.333578 3.932572 0.1 0.1 0.1 -0.477
P -2.333242 -1.108323 2.144984 -0.7 0.0 0.2 0.501
O -3.586712 -1.465637 1.253009 0.1 0.0 -0.1 -0.578
O -2.947354 -0.367256 3.380258 -0.1 0.0 0.1 -0.501
O -1.427938 -0.151143 1.424964 0.5 0.1 0.3 -0.299
P -0.233892 -3.050411 1.453338 -0.3 -0.4 -0.4 0.654
O -1.208620 -3.131824 0.135179 0.4 -0.1 0.1 -0.497
O 0.412032 -4.338851 1.700939 0.1 -0.1 0.3 -0.792
O 0.625752 -1.798389 1.296685 -0.1 0.4 -0.1 -0.385
H -3.053907 -3.734956 3.802478 0.0 0.1 0.0 0.427
H -1.938627 -4.756716 2.885251 0.0 0.0 0.1 0.463
H -3.221898 -3.876995 2.040012 0.0 -0.1 0.0 0.355
H -0.240773 -3.008123 4.118269 0.0 0.0 0.0 0.403
H -3.390882 -1.619972 0.314151 0.0 0.0 0.1 0.371
H -3.692433 -0.784926 3.837785 0.2 0.0 -0.1 0.364
H -1.240850 -4.059581 -0.150664 -0.1 0.2 -0.1 0.271
C 0.504555 1.434153 5.805634 0.0 -0.1 0.0 -0.606
C -0.262987 2.492353 5.358359 0.0 0.1 -0.1 -0.602
C -0.313733 2.755929 3.997660 -0.2 0.1 0.0 -0.766
C 0.364721 1.910483 3.131963 0.0 -0.4 0.2 0.611
N 1.028727 0.832378 3.557723 0.1 0.0 -0.3 -0.249
C 1.121591 0.623736 4.861153 -0.1 -0.1 0.1 -0.302
C 0.595028 2.229889 1.704173 0.2 0.1 -0.4 0.940
C 0.658249 3.560648 1.305829 0.0 -0.1 0.1 -0.916
C 1.235442 3.895018 0.096648 0.0 0.0 -0.1 -0.684
C 1.767237 2.885635 -0.687775 0.1 0.2 0.1 -1.062
C 1.564785 1.582525 -0.291930 0.2 -0.2 0.2 -0.621
N 0.948760 1.235462 0.844445 -0.3 0.2 0.6 0.684
H 0.627752 1.232844 6.860482 0.0 0.0 0.0 0.434
H -0.796743 3.122766 6.056878 0.0 0.0 0.0 0.457
H -0.872902 3.603687 3.625114 0.0 0.0 0.0 0.431
H 1.725839 -0.220488 5.166803 0.0 -0.1 0.0 0.451
H 0.321370 4.334318 1.980796 0.1 0.0 0.0 0.346
H 1.308759 4.928581 -0.213413 0.0 0.0 0.0 0.482
H 2.305426 3.102093 -1.599208 0.0 -0.1 0.0 0.508
H 1.892571 0.760969 -0.913716 0.0 0.1 0.1 0.668
C -2.617904 0.178143 -4.491711 0.2 0.2 0.2 -1.069
Si -1.985528 1.553118 -3.367024 -0.3 0.0 0.0 0.339
C -3.050156 1.699149 -1.797454 0.2 0.0 -0.3 -0.646
C -2.038361 3.201511 -4.274450 0.2 -0.3 0.1 -1.089
C -0.226201 1.071809 -2.810994 -0.5 0.0 0.0 -0.317
Te -0.428750 -0.664699 -1.538348 0.1 -0.2 -1.1 0.159
C 1.152576 -1.859257 -2.386765 0.1 0.0 0.3 -0.860
Si 3.005119 -1.497291 -2.109785 0.1 -0.1 -0.1 0.099
C 3.445072 -1.470255 -0.278551 -0.2 0.0 -0.3 -0.778
C 3.444190 0.131939 -2.973415 0.0 -0.2 0.1 -0.866
C 3.934883 -2.924888 -2.915620 -0.2 0.2 0.1 -1.144
H -3.651271 0.355796 -4.793843 0.0 0.0 0.0 0.368
H -2.571409 -0.792284 -3.995189 0.0 0.0 0.0 0.294
H -2.016826 0.112687 -5.401413 0.0 0.0 0.0 0.318
H -4.073845 1.366339 -1.977652 0.0 0.0 0.0 0.377
H -3.101562 2.734353 -1.454656 0.0 0.0 0.0 0.314
H -2.641901 1.105843 -0.975771 -0.1 0.0 0.1 -0.133
H -3.063502 3.405904 -4.590287 0.0 0.0 0.0 0.321
H -1.410944 3.199395 -5.167131 0.0 0.0 0.0 0.330
H -1.717373 4.028695 -3.638888 0.0 0.0 0.0 0.323
H 0.269959 1.892797 -2.293067 -0.1 -0.2 0.0 -0.145
H 0.388848 0.777413 -3.661875 0.0 -0.1 0.0 0.518
H 0.938881 -1.897703 -3.456304 -0.1 0.0 0.0 0.601
H 0.945552 -2.855170 -1.983538 0.0 0.0 0.0 0.517
H 2.742297 -0.907745 0.333185 0.0 0.0 0.1 0.025
H 4.440075 -1.048630 -0.123569 0.0 0.0 -0.1 0.431
H 3.447106 -2.490489 0.110126 0.0 0.0 0.0 0.348
H 4.311601 0.601301 -2.504440 0.0 0.0 0.0 0.359
H 2.623081 0.852114 -2.967831 0.0 0.0 0.0 0.097
H 3.703244 -0.053646 -4.017385 0.0 0.0 0.0 0.393
H 3.663886 -3.876602 -2.454226 0.0 0.0 0.0 0.341
H 5.012052 -2.794479 -2.792675 0.0 0.0 0.0 0.339
H 3.730287 -3.005292 -3.984684 0.0 0.0 0.0 0.351
```
Positions in Å, forces in eV/Å.



For each record above, in turn, the calculated E_LUMO values are -0.0861; -0.1122 Ha.